Record 1
{
  "formula": "C5H8O",
  "method": "ωB97M-V/def2-TZVPD",
  "total_energy_ev": -7358.124,
  "total_charge": 0,
  "gap_ev": 7.72,
  "species": ["C", "C", "C", "C", "C", "O", "H", "H", "H", "H", "H", "H", "H", "H"],
  "coordinates": [[-1.13, -1.92, -0.61], [0.27, -1.42, -0.55], [0.64, -0.13, -0.38], [-0.34, 0.91, -0.27], [0.13, 2.08, 0.49], [1.32, 2.01, 1.28], [-1.25, -2.64, -1.42], [-1.39, -2.44, 0.32], [-1.82, -1.08, -0.73], [1.71, 0.09, -0.26], [1.06, -2.18, -0.57], [-0.69, 2.54, 1.06], [0.35, 2.80, -0.32], [1.14, 1.37, 1.98]],
  "lowdin_charge": [-0.1047, -0.1158, -0.1767, 0.0495, -0.3263, -0.0922, 0.0775, 0.0850, 0.0610, 0.1062, 0.1047, 0.1132, 0.1322, 0.0863]
}

Record 2
{
  "formula": "C25H25N3O4",
  "method": "ωB97M-V/def2-TZVPD",
  "smiles": "COc1ccc(CCNC(=O)/C(=C/c2cccnc2)NC(=O)c2ccccc2)cc1OC",
  "total_energy_ev": -38991.082,
  "total_charge": 0,
  "gap_ev": 7.98,
  "species": ["C", "O", "C", "C", "C", "C", "C", "C", "O", "C", "H", "H", "H", "H", "C", "H", "H", "C", "N", "C", "O", "C", "C", "C", "C", "C", "C", "N", "C", "H", "H", "H", "H", "H", "N", "C", "O", "C", "C", "C", "C", "C", "C", "H", "H", "H", "H", "H", "H", "H", "H", "H", "H", "H", "H", "H", "H"],
  "coordinates": [[1.68, 2.90, -3.86], [2.03, 3.21, -2.53], [2.54, 2.21, -1.75], [2.79, 0.92, -2.17], [3.27, -0.03, -1.28], [3.52, 0.29, 0.04], [3.30, 1.60, 0.46], [2.81, 2.56, -0.41], [2.54, 3.86, -0.08], [2.79, 4.28, 1.23], [3.85, 4.17, 1.50], [2.18, 3.72, 1.96], [2.52, 5.33, 1.27], [3.51, 1.86, 1.48], [3.97, -0.75, 1.03], [4.12, -1.70, 0.50], [4.91, -0.46, 1.49], [2.93, -0.95, 2.14], [1.63, -1.21, 1.58], [0.75, -2.03, 2.17], [0.99, -2.65, 3.20], [-0.61, -2.16, 1.53], [-1.34, -3.23, 1.89], [-2.69, -3.55, 1.48], [-3.55, -4.22, 2.36], [-4.85, -4.49, 1.97], [-5.26, -4.08, 0.70], [-4.45, -3.49, -0.16], [-3.20, -3.25, 0.21], [-2.57, -2.82, -0.55], [-6.27, -4.25, 0.36], [-5.53, -5.00, 2.63], [-3.20, -4.51, 3.34], [-0.87, -3.91, 2.59], [-1.19, -1.11, 0.79], [-0.72, -0.38, -0.25], [0.41, -0.50, -0.72], [-1.67, 0.62, -0.80], [-1.12, 1.82, -1.26], [-1.93, 2.80, -1.80], [-3.30, 2.59, -1.89], [-3.85, 1.40, -1.44], [-3.04, 0.42, -0.90], [-3.49, -0.52, -0.59], [-4.91, 1.23, -1.53], [-3.94, 3.36, -2.31], [-1.49, 3.72, -2.14], [-0.05, 1.96, -1.19], [-2.18, -1.00, 0.98], [1.43, -0.84, 0.65], [2.88, -0.05, 2.76], [3.20, -1.79, 2.78], [3.43, -1.04, -1.63], [2.59, 0.62, -3.19], [1.27, 3.81, -4.28], [0.92, 2.11, -3.90], [2.55, 2.59, -4.45]],
  "lowdin_charge": [-0.0879, -0.0797, -0.2216, -0.0146, -0.0544, -0.2524, 0.0296, -0.1946, -0.0672, -0.0865, 0.0969, 0.0967, 0.0939, 0.1097, -0.1255, 0.1166, 0.1202, -0.1647, 0.0972, -0.4402, 0.0503, -0.1111, 0.0261, -0.1899, -0.0143, -0.0557, -0.1491, 0.0646, -0.1163, 0.1177, 0.1035, 0.1024, 0.1192, 0.1251, 0.1478, -0.3918, 0.0696, -0.1246, -0.0011, -0.0608, -0.0773, -0.0732, -0.0266, 0.0963, 0.1060, 0.1038, 0.1082, 0.1057, 0.1338, 0.0882, 0.1206, 0.1209, 0.1169, 0.1090, 0.0941, 0.0944, 0.0962]
}

Record 3
{
  "formula": "C5H6NO4S2",
  "method": "ωB97M-V/def2-TZVPD",
  "s2": 2.009,
  "total_energy_ev": -36632.533,
  "multiplicity": 3,
  "total_charge": -1,
  "gap_ev": [5.79, 6.85],
  "species": ["C", "C", "C", "C", "C", "N", "O", "O", "O", "O", "S", "S", "H", "H", "H", "H", "H", "H"],
  "coordinates": [[0.36, -0.56, -0.95], [-2.03, 1.82, -0.58], [-3.01, -0.31, 0.37], [1.65, -0.87, -0.22], [-1.98, 0.22, -0.63], [-0.59, -0.03, -0.17], [-1.88, 2.32, 0.60], [0.25, -0.85, -2.11], [-2.13, 2.38, -1.63], [-5.30, -1.58, 0.47], [-3.16, 0.29, 1.89], [-4.25, -1.18, -0.49], [2.53, -0.72, -0.79], [1.88, -0.39, 0.76], [1.75, -2.03, -0.01], [-2.06, -0.01, -1.72], [-0.53, -0.29, 0.82], [-2.49, 1.71, 1.36]],
  "lowdin_charge": [-0.5793, -0.6009, -1.0036, -0.0271, -0.2968, 0.0922, -0.0391, 0.0571, 0.0694, -0.6030, 0.6647, 0.8207, 0.0442, 0.0771, 0.1146, 0.1395, 0.1292, -0.0588]
}